Model P:
{"formula": "C2H4O2", "method": "ωB97M-V/def2-TZVPD", "lumo_energy_ev": 0.9, "orbital_gap_ev": 11.4, "smiles": "O=CCO", "e_homo_ev": -10.45, "symbols": ["O", "C", "C", "O", "H", "H", "H", "H"], "coordinates": [[-0.6842, 1.5088, 0.3084], [0.3083, 0.7959, 0.3580], [0.2689, -0.5679, -0.2151], [-0.9848, -0.7696, -0.6863], [1.2627, 1.0555, 0.8328], [1.1103, -0.7831, -0.9130], [0.3445, -1.1980, 0.6504], [-1.6257, -0.0417, -0.3352]], "mulliken_charge": [-0.534, 0.157, -0.290, -0.556, 0.331, 0.291, 0.236, 0.365]}


Model Q:
{"formula": "C2H4O2", "method": "ωB97M-V/def2-TZVPD", "lumo_energy_ev": 0.2, "orbital_gap_ev": 9.9, "smiles": "C=O.C=O", "e_homo_ev": -9.70, "symbols": ["C", "O", "H", "H", "C", "O", "H", "H"], "coordinates": [[-1.2249, 0.1088, -0.7885], [-1.3814, -0.8268, 0.1157], [-2.0762, 0.3955, -1.4299], [-0.3060, 0.5864, -1.2528], [1.4009, -0.0820, 0.8179], [0.9067, 1.0054, 0.5425], [0.8177, -0.8388, 0.2402], [1.8632, -0.3485, 1.7550]], "mulliken_charge": [0.004, -0.474, 0.258, 0.215, -0.011, -0.413, 0.153, 0.269]}


Model R:
{"formula": "C2H4O2", "method": "ωB97M-V/def2-TZVPD", "lumo_energy_ev": 0.7, "orbital_gap_ev": 11.3, "smiles": "CC(=O)O", "e_homo_ev": -10.68, "symbols": ["C", "C", "O", "O", "H", "H", "H", "H"], "coordinates": [[-1.3688, -0.1116, -0.0035], [0.1191, -0.1402, -0.0716], [0.8705, -1.1217, 0.0179], [0.5260, 1.1769, 0.0028], [-1.8191, 0.9637, -0.5378], [-1.6205, -0.0104, 1.2296], [-1.7229, -1.1227, -0.4690], [1.4886, 1.2391, 0.0615]], "mulliken_charge": [-0.706, 0.601, -0.554, -0.431, 0.262, 0.221, 0.274, 0.334]}


Which structure is most stable? model R, by 0.0153 hartree over the runner-up.


Model P:
{"formula": "C2H4O2", "method": "ωB97M-V/def2-TZVPD", "lumo_energy_ev": 1.0, "orbital_gap_ev": 11.8, "smiles": "COC=O", "e_homo_ev": -10.80, "symbols": ["C", "O", "C", "O", "H", "H", "H", "H"], "coordinates": [[0.6616, -1.2694, 0.1589], [-0.6038, -0.5917, -0.1297], [-0.5817, 0.7338, -0.1369], [0.3665, 1.3925, 0.1017], [0.9308, -1.1606, 1.1967], [0.6034, -2.3580, -0.2041], [1.4600, -0.8296, -0.4652], [-1.5753, 1.1548, -0.4359]], "mulliken_charge": [-0.548, -0.281, 0.199, -0.466, 0.269, 0.226, 0.271, 0.330]}


Model Q:
{"formula": "C2H4O2", "method": "ωB97M-V/def2-TZVPD", "lumo_energy_ev": 0.0, "orbital_gap_ev": 10.4, "smiles": "C=O.C=O", "e_homo_ev": -10.35, "symbols": ["C", "O", "H", "H", "C", "O", "H", "H"], "coordinates": [[0.1514, -2.1913, -0.4392], [0.1284, -2.9156, -1.3801], [-0.7257, -1.6138, -0.0672], [1.1395, -2.0385, 0.0615], [-0.1825, 2.2956, 0.4674], [0.7464, 2.8485, -0.1589], [-0.0470, 1.9143, 1.5415], [-1.2104, 1.7009, -0.0249]], "mulliken_charge": [-0.036, -0.364, 0.192, 0.208, 0.014, -0.389, 0.210, 0.164]}


Model R:
{"formula": "C2H4O2", "method": "ωB97M-V/def2-TZVPD", "lumo_energy_ev": 0.9, "orbital_gap_ev": 11.1, "smiles": "COC=O", "e_homo_ev": -10.26, "symbols": ["C", "O", "C", "O", "H", "H", "H", "H"], "coordinates": [[-0.9836, -0.1873, 0.0675], [0.3001, -0.5668, 0.5058], [1.4874, 0.2878, -0.0237], [1.5666, 1.4670, -0.0537], [-0.8990, 0.6670, -0.6133], [-1.5898, 0.0973, 0.9263], [-1.4771, -1.0159, -0.4648], [1.5954, -0.7492, -0.3442]], "mulliken_charge": [-0.539, -0.377, 0.190, -0.396, 0.292, 0.205, 0.213, 0.413]}


Which structure is most stable? model P, by 0.0770 hartree over the runner-up.


Model P:
{"formula": "C4H4O4", "method": "ωB97M-V/def2-TZVPD", "lumo_energy_ev": 0.5, "orbital_gap_ev": 10.6, "smiles": "CC(=O)OC(=O)C=O", "e_homo_ev": -10.06, "symbols": ["C", "C", "O", "O", "C", "O", "C", "O", "H", "H", "H", "H"], "coordinates": [[1.9214, -0.1769, 0.7355], [0.4507, -0.1807, 0.5038], [-0.3371, -1.0106, 0.8502], [0.0469, 1.0423, -0.0700], [-1.1494, 0.9948, -0.7177], [-1.6735, 1.9592, -1.1734], [-1.8208, -0.4146, -0.7836], [-1.6733, -1.1823, -1.6894], [2.2007, -1.0301, 1.3471], [2.4316, -0.2210, -0.2250], [2.2086, 0.7467, 1.2334], [-2.6059, -0.5269, -0.0109]], "mulliken_charge": [-1.034, 0.789, -0.484, -0.289, 0.540, -0.483, 0.196, -0.454, 0.324, 0.285, 0.332, 0.279]}


Model Q:
{"formula": "C4H4O4", "method": "ωB97M-V/def2-TZVPD", "lumo_energy_ev": 0.4, "orbital_gap_ev": 11.0, "smiles": "O=C1C=CC(O)(O)O1", "e_homo_ev": -10.64, "symbols": ["O", "C", "C", "C", "C", "O", "O", "O", "H", "H", "H", "H"], "coordinates": [[-2.7146, -0.0944, 0.3216], [-1.5557, 0.0357, 0.1123], [-0.7661, 1.3436, -0.0967], [0.5314, 1.1579, -0.0553], [0.7434, -0.4290, 0.0030], [1.3822, -0.6928, 1.2242], [1.2899, -1.1323, -1.0766], [-0.7068, -0.9907, 0.1115], [-1.4267, 2.1693, -0.1326], [1.4516, 1.6060, -0.2266], [1.3021, -1.5896, 1.4355], [0.4693, -1.3838, -1.6202]], "mulliken_charge": [-0.533, 0.487, -0.402, -0.634, 0.921, -0.484, -0.506, -0.458, 0.437, 0.470, 0.323, 0.378]}


Model R:
{"formula": "C4H4O4", "method": "ωB97M-V/def2-TZVPD", "lumo_energy_ev": -0.5, "orbital_gap_ev": 9.7, "smiles": "O=C(O)C(=O)[C@H]1CO1", "e_homo_ev": -10.24, "symbols": ["O", "C", "O", "C", "O", "C", "C", "O", "H", "H", "H", "H"], "coordinates": [[2.2315, -0.8335, -0.2463], [1.8036, 0.3279, 0.0079], [2.5642, 1.3799, 0.6113], [0.1480, 0.7014, 0.0835], [-0.2417, 1.5519, 0.7773], [-0.5818, -0.3293, -0.6284], [-1.7360, -1.2224, 0.0647], [-2.0968, 0.1517, -0.3672], [1.9215, 2.3671, 0.5722], [-0.3382, -0.7689, -1.6132], [-2.0256, -2.2175, -0.5384], [-1.6487, -1.1084, 1.2766]], "mulliken_charge": [-0.506, 0.538, -0.501, 0.492, -0.453, -0.252, -0.259, -0.358, 0.409, 0.368, 0.267, 0.257]}


Model S:
{"formula": "C4H4O4", "method": "ωB97M-V/def2-TZVPD", "lumo_energy_ev": -1.0, "orbital_gap_ev": 7.6, "e_homo_ev": -8.60, "symbols": ["C", "C", "C", "O", "O", "C", "O", "O", "H", "H", "H", "H"], "coordinates": [[0.0762, 0.4258, -0.8243], [-0.4739, 0.6021, 0.4946], [0.1958, -1.5439, -0.6067], [1.1396, 1.1686, -1.2179], [-0.8245, 1.8394, 0.9809], [-0.6590, -0.6322, 1.0262], [-0.5118, -2.1989, -1.3077], [-0.7296, -1.4116, 1.9177], [1.6298, 1.4841, -0.4449], [-0.4505, 1.9613, 1.8640], [-0.5588, 0.2126, -1.6789], [1.1666, -1.9073, -0.2031]], "mulliken_charge": [0.022, -0.127, 0.001, -0.468, -0.523, 0.548, -0.427, -0.444, 0.356, 0.337, 0.364, 0.362]}


Which structure is most stable? model P, by 0.0127 hartree over the runner-up.